(1)
Below is C2H3IO in the gas phase, with properties calculated with ωB97M-V/def2-TZVPD.

The geometry in XYZ format:
```
7
Properties=species:S:1:pos:R:3
C 0.51 -0.48 -0.06
C -0.42 0.61 0.27
O -0.06 1.44 1.20
I -2.19 0.66 -0.90
H 1.47 -0.04 -0.24
H 0.20 -0.99 -0.96
H 0.49 -1.19 0.69
```

Results
Highest occupied orbital energy: -10.12 eV
Energy above the lowest of the compared OMol25 structures with the same formula, charge and spin: 10.3 kcal/mol
Gap between HOMO and LUMO: 10.33 eV
Calculated total energy: -12269.952 eV
SMILES: CC(=O)I

(2)
Below is C2H3IOS2 in the gas phase, with properties calculated with ωB97M-V/def2-TZVPD.

The geometry in XYZ format:
```
9
Properties=species:S:1:pos:R:3
O 0.08 1.33 -0.35
C 0.02 0.19 0.03
C -1.25 -0.89 -0.25
I -2.72 0.27 -1.24
S 1.35 -0.63 0.98
S 2.65 0.97 1.24
H -1.80 -1.17 0.63
H -0.96 -1.63 -0.95
H 2.64 1.56 -0.09
```

Results
Highest occupied orbital energy: -9.27 eV
Energy above the lowest of the compared OMol25 structures with the same formula, charge and spin: 5.4 kcal/mol
Gap between HOMO and LUMO: 9.15 eV
Calculated total energy: -33940.431 eV
SMILES: O=C(CI)SS

(3)
Below is C2H3IP2 in the gas phase, with properties calculated with ωB97M-V/def2-TZVPD.

The geometry in XYZ format:
```
8
Properties=species:S:1:pos:R:3
P -0.86 1.35 -0.11
P -1.02 -0.85 0.02
C 0.73 -1.03 0.19
C 1.90 -0.44 0.10
I 3.97 -0.44 -0.13
H -2.26 1.43 0.08
H -0.79 1.20 -1.45
H -1.67 -1.22 1.30
```

Results
Highest occupied orbital energy: -8.45 eV
Energy above the lowest of the compared OMol25 structures with the same formula, charge and spin: 18.3 kcal/mol
Gap between HOMO and LUMO: 8.08 eV
Calculated total energy: -28796.832 eV
SMILES: [PH2]#[PH]C#CI

(4)
Below is a molecular structure, C2H3In, with properties calculated with ωB97M-V/def2-TZVPD.

The geometry in XYZ format:
```
6
Properties=species:S:1:pos:R:3
C -0.58 0.07 -0.39
H -1.12 1.01 -0.35
C 0.55 -0.40 -0.69
H 1.42 -0.21 -1.33
H -0.83 -0.05 1.31
In 1.10 -0.48 1.50
```

Results
Highest occupied orbital energy (spin up / spin down): -21.87 / -22.23 eV
Gap between HOMO and LUMO (spin up / spin down): 7.17 / 6.92 eV
Calculated total energy: -7268.119 eV
Total charge: +2

(5)
Below is a molecular structure, C2H3KMgO2, with properties calculated with ωB97M-V/def2-TZVPD.

The geometry in XYZ format:
```
9
Properties=species:S:1:pos:R:3
H -1.42 -1.19 -1.23
O 1.56 -0.35 -1.24
C 0.86 -1.43 -0.89
C -0.53 -1.24 -0.41
O -0.68 -0.03 0.31
K -2.96 0.58 1.60
Mg 0.76 1.10 -0.29
H 1.16 -2.41 -1.30
H -0.87 -2.09 0.21
```

Results
Highest occupied orbital energy (spin up / spin down): -8.98 / -13.54 eV
Spin multiplicity: 2
Energy above the lowest of the compared OMol25 structures with the same formula, charge and spin: 0.0 kcal/mol
Gap between HOMO and LUMO (spin up / spin down): 4.58 / 9.24 eV
Calculated total energy: -27981.018 eV
Total charge: +1

(6)
Below is a molecular structure, C2H3LiO2Sr, with properties calculated with ωB97M-V/def2-TZVPD.

The geometry in XYZ format:
```
9
Properties=species:S:1:pos:R:3
H -2.52 -2.98 -0.82
O 1.50 0.82 -0.42
C 0.63 1.74 -0.27
C -0.62 1.31 0.28
O -0.70 0.08 0.65
Li 1.81 -0.43 0.97
Sr -0.71 -1.70 -0.85
H 0.85 2.80 -0.43
H -1.54 1.85 0.02
```

Results
Highest occupied orbital energy (spin up / spin down): -11.41 / -11.42 eV
Spin multiplicity: 2
Gap between HOMO and LUMO (spin up / spin down): 6.21 / 6.21 eV
Calculated total energy: -7250.446 eV
Total charge: +1

(7)
Below is 2 unconnected molecules or ions with the total composition C2H3N, with properties calculated with ωB97M-V/def2-TZVPD.

The geometry in XYZ format:
```
6
Properties=species:S:1:pos:R:3
C 0.63 -1.32 0.86
C 0.29 -0.46 -0.17
N 0.87 -2.06 1.71
H 1.03 0.09 -0.70
H -0.69 0.93 1.19
H -0.66 -0.64 -0.65
```

Results
Highest occupied orbital energy (spin up / spin down): -8.94 / -12.19 eV
Spin multiplicity: 3
Energy above the lowest of the compared OMol25 structures with the same formula, charge and spin: 0.0 kcal/mol
Gap between HOMO and LUMO (spin up / spin down): 10.00 / 9.84 eV
Calculated total energy: -3607.360 eV

(8)
Below is a gas-phase ion, C2H3N2O (charge +1), with properties calculated with ωB97M-V/def2-TZVPD.

The geometry in XYZ format:
```
8
Properties=species:S:1:pos:R:3
C 0.37 -0.50 1.06
N 0.15 -0.73 -0.29
N -0.30 0.05 -1.14
C -0.73 1.02 -1.73
O -1.18 1.84 -2.39
H 0.25 0.48 1.33
H 1.41 -0.78 1.50
H 0.03 -1.38 1.66
```

Results
Highest occupied orbital energy: -16.30 eV
Energy above the lowest of the compared OMol25 structures with the same formula, charge and spin: 99.9 kcal/mol
Gap between HOMO and LUMO: 7.89 eV
Calculated total energy: -7138.050 eV
SMILES: CN=[N+]=C=O
Total charge: +1

(9)
Below is 2 unconnected molecules or ions with the total composition C2H3N2O2, with properties calculated with ωB97M-V/def2-TZVPD.

The geometry in XYZ format:
```
9
Properties=species:S:1:pos:R:3
C -2.61 0.84 -0.52
C 2.15 -0.12 0.32
N -1.80 0.04 -0.23
N -1.29 -0.84 0.46
O 1.59 -0.02 1.45
O 1.68 0.00 -0.85
H -2.89 1.24 -1.47
H -0.19 -0.79 0.52
H 3.37 -0.34 0.31
```

Results
Highest occupied orbital energy: -4.34 eV
Energy above the lowest of the compared OMol25 structures with the same formula, charge and spin: 40.6 kcal/mol
Gap between HOMO and LUMO: 8.38 eV
Calculated total energy: -9195.942 eV
Total charge: -1

(10)
Below is a gas-phase ion, C2H3N2O2 (charge -1), with properties calculated with ωB97M-V/def2-TZVPD.

The geometry in XYZ format:
```
9
Properties=species:S:1:pos:R:3
O 2.90 -0.99 2.12
N 1.92 -0.51 1.57
C 0.86 -0.05 1.28
C -0.11 0.17 0.25
N 0.24 -0.25 -1.15
O 0.27 0.84 -2.00
H -1.06 -0.20 0.63
H -0.41 1.15 0.23
H 1.19 -0.60 -1.17
```

Results
Highest occupied orbital energy (spin up / spin down): -1.63 / -1.63 eV
Energy above the lowest of the compared OMol25 structures with the same formula, charge and spin: 113.2 kcal/mol
Gap between HOMO and LUMO (spin up / spin down): 5.61 / 5.61 eV
Calculated total energy: -9192.796 eV
SMILES: [O-][N+]#CCN[O-]
Total charge: -1

- The lowest calculated total energy belongs to which entry?
  C2H3IOS2